# C34H31AsBr2F4PTi

A molecular structure, C34H31AsBr2F4PTi (ωB97M-V with the def2-TZVPD basis set, OMol25).

- HOMO-LUMO gap (spin up / spin down) (eV) = 7.269 / 7.622
- total energy (Eh) = -10288.0590
- 2S+1 = 3
- ⟨S²⟩ = 2.01
- total charge = +1
- E_HOMO (spin up / spin down) (eV) = -9.95 / -10.48

CARTESIAN COORDINATES (ANGSTROEM)
1 Ti -0.78 0.59 -1.19
2 Br -3.02 1.99 -1.80
3 C -4.26 0.68 -1.13
4 C -5.59 0.99 -1.16
5 C -6.51 0.04 -0.66
6 C -6.06 -1.14 -0.16
7 C -4.68 -1.45 -0.12
8 C -4.21 -2.68 0.41
9 C -2.88 -2.96 0.44
10 C -1.95 -2.02 -0.08
11 C -2.32 -0.81 -0.61
12 C -3.73 -0.53 -0.62
13 H -5.93 1.93 -1.56
14 H -7.56 0.27 -0.68
15 H -6.77 -1.87 0.23
16 H -4.94 -3.39 0.79
17 H -2.53 -3.90 0.84
18 H -0.90 -2.29 -0.03
19 F 2.66 -3.02 -6.50
20 C 2.41 -2.48 -5.32
21 C 3.31 -2.63 -4.29
22 F 4.44 -3.30 -4.47
23 C 3.04 -2.05 -3.06
24 F 3.97 -2.17 -2.11
25 C 1.87 -1.34 -2.82
26 P 1.51 -0.54 -1.21
27 C 2.11 -1.66 0.08
28 C 1.80 -3.02 0.00
29 C 2.13 -3.86 1.05
30 C 2.75 -3.35 2.19
31 C 3.05 -2.00 2.27
32 C 2.73 -1.15 1.22
33 C 2.59 0.92 -1.24
34 C 3.98 0.88 -1.15
35 C 4.71 2.06 -1.24
36 C 4.06 3.27 -1.42
37 C 2.68 3.32 -1.52
38 C 1.95 2.14 -1.42
39 C 0.99 -1.19 -3.89
40 Br -0.62 -0.18 -3.78
41 C 1.25 -1.75 -5.13
42 F 0.41 -1.60 -6.14
43 H 1.31 -3.42 -0.88
44 H 1.89 -4.92 0.99
45 H 3.00 -4.02 3.00
46 H 3.53 -1.61 3.15
47 H 2.96 -0.10 1.29
48 H 4.49 -0.06 -1.01
49 H 5.79 2.02 -1.17
50 H 4.64 4.18 -1.50
51 H 2.17 4.26 -1.67
52 H 0.86 2.22 -1.49
53 C 0.27 4.09 1.30
54 C 0.54 2.75 1.96
55 As -0.74 1.40 1.37
56 C -2.46 2.13 1.96
57 C -2.55 2.46 3.44
58 C -0.49 -0.12 2.58
59 C 0.36 0.15 3.82
60 H 1.04 4.82 1.55
61 H -0.69 4.51 1.61
62 H 0.25 4.01 0.21
63 H 0.51 2.84 3.05
64 H 1.54 2.38 1.70
65 H -3.20 1.38 1.67
66 H -2.65 3.01 1.34
67 H -2.41 1.57 4.05
68 H -3.53 2.87 3.68
69 H -1.80 3.20 3.74
70 H -0.05 -0.92 1.99
71 H -1.50 -0.45 2.85
72 H 1.37 0.45 3.55
73 H 0.43 -0.76 4.42
74 H -0.07 0.93 4.45